# 1
C6H14AlN2O6P as an isolated structure at a distorted geometry. Source: the Open Molecules 2025 dataset; level of theory: the ωB97M-V functional and the def2-TZVPD basis.

```
30
Properties=species:S:1:pos:R:3:forces:R:3
Al -0.994413 -0.268204 -0.744756 0.3906 0.3437 -0.2774
P 0.461976 1.507968 -2.965335 0.6489 0.4108 0.3238
O 0.611370 2.482115 -4.115996 0.9442 -0.1494 0.6635
O -0.725802 2.095416 -2.150023 -0.3161 -0.5879 0.1360
O 1.582537 1.041256 -2.029028 -1.0746 0.6081 -1.3271
O -0.326013 0.276547 -3.449307 -0.4944 -0.6434 0.6516
C -2.968600 2.302932 1.691651 0.9888 -1.0536 0.5113
O -2.673073 1.345725 0.980636 -0.2160 0.0198 -0.5313
N -2.437884 3.517128 1.589483 1.1145 0.7373 -0.0290
C -2.716701 4.584179 2.537940 -0.9248 -0.7132 -0.0024
C -1.652376 3.888543 0.414149 -0.9600 0.8401 -1.0445
H -3.585731 2.115475 2.580518 -0.2510 0.4407 -0.0042
H -3.217903 4.120440 3.388846 -0.0765 0.2027 0.0493
H -3.407503 5.287900 2.070218 0.1491 0.3001 0.1834
H -1.828878 5.083390 2.917186 0.1789 -0.0614 -0.2998
H -1.119185 3.098475 -0.102578 -0.0786 -0.2698 0.4591
H -2.373789 4.297056 -0.305734 0.0323 -0.2892 -0.2671
H -1.004900 4.755407 0.543304 0.2327 -0.3107 0.8214
C 2.215856 -2.797106 -0.196881 -0.0710 0.6307 -0.1893
O 1.195454 -2.147034 -0.368764 -0.1895 -0.0910 0.0280
N 2.315326 -4.125872 -0.194228 0.5213 -1.0509 -0.2166
C 3.627238 -4.757866 0.006512 -0.5118 0.7326 -0.1388
C 1.224386 -5.010222 -0.550454 -0.6661 0.2923 1.4505
H 3.199282 -2.324700 -0.047637 -0.1278 0.2118 0.1582
H 4.253848 -4.022110 0.505597 0.2517 -0.1192 -0.1000
H 4.052004 -5.027711 -0.959778 0.1736 -0.1724 0.0714
H 3.551675 -5.628490 0.653957 -0.1447 -0.0591 -0.0575
H 1.354462 -5.519223 -1.501410 0.0736 0.0224 -0.0311
H 1.106308 -5.702266 0.289573 0.2537 -0.5102 -0.3910
H 0.281029 -4.469149 -0.487662 0.1491 0.2885 -0.6004
```
Positions in Å, forces in eV/Å.

Values from the calculation:
DFT total energy = -1381.66976 Ha
energy above the lowest of the compared OMol25 structures with the same formula, charge and spin = 105.5 kJ/mol
spin multiplicity = 1
highest occupied orbital energy = -9.5777 eV

# 2
C3H6N2O as an isolated structure at a distorted geometry. Source: the Open Molecules 2025 dataset; level of theory: the ωB97M-V functional and the def2-TZVPD basis.

```
12
Properties=species:S:1:pos:R:3:forces:R:3
N 0.543798 0.711394 1.281852 0.0026 -0.0552 -0.2052
C 0.717446 -0.380637 0.551970 0.0400 -0.0656 0.0892
C -1.109370 -0.530179 -0.820627 -0.0402 -0.0418 -0.0577
O -1.908607 0.347187 -0.422636 0.1943 -0.0211 0.0441
C 1.655648 -0.399232 -0.545180 0.7017 -0.0164 -0.7171
N 2.432451 -0.414293 -1.406250 -0.8083 0.0243 0.8443
H 1.014427 1.513753 0.856057 -0.0619 -0.0634 0.0248
H -0.717775 1.221618 1.145516 0.0878 -0.0014 0.1377
H 0.505368 -1.332728 1.031547 0.0190 0.1240 -0.1380
H -0.501755 -0.360212 -1.719254 -0.0711 0.0762 0.1719
H -1.252827 -1.573590 -0.510758 0.0370 0.1469 0.0652
H -1.378809 1.196924 0.557761 -0.1010 -0.1065 -0.2590
```
Positions in Å, forces in eV/Å.

Values from the calculation:
DFT total energy = -302.48754 Ha
energy above the lowest of the compared OMol25 structures with the same formula, charge and spin = 539.7 kJ/mol
spin multiplicity = 1
highest occupied orbital energy = -9.7123 eV

Q: Among the records above, which one has the lowest energy above the lowest of the compared OMol25 structures with the same formula, charge and spin?
A: C6H14AlN2O6P